Computed, not measured: a 2-piece molecular cluster, C4H12 overall, with wB97M-V/def2-TZVPD.

```
16
Properties=species:S:1:pos:R:3:forces:R:3
C -0.18978 1.01646 -1.94849 0.182 0.653 -0.355
C -1.14937 -0.14034 -2.20180 0.299 -0.329 -0.080
H 0.07802 1.51655 -2.87790 0.074 -0.145 -0.248
H -0.64103 1.82756 -1.37083 0.020 -0.270 0.255
H 0.76576 0.73496 -1.50347 -0.228 -0.113 0.265
H -0.64002 -1.10529 -2.20439 0.154 0.055 -0.099
H -1.89137 -0.22563 -1.41794 -0.320 0.107 0.040
H -1.62962 -0.04583 -3.17902 -0.176 0.035 0.250
C 1.42405 -0.52670 2.26596 -0.284 0.588 0.362
C -0.05120 -0.36191 1.94021 -0.818 -1.082 -0.725
H 1.74797 0.34039 2.85349 0.102 -0.191 -0.028
H 1.63940 -1.41766 2.85815 -0.031 -0.024 -0.210
H 2.00503 -0.52363 1.34829 0.172 -0.164 -0.026
H -0.28533 0.58950 1.47905 0.040 0.350 0.157
H -0.75615 -0.57421 2.73822 0.258 0.513 0.677
H -0.42636 -1.10423 1.22046 0.555 0.015 -0.236
```
Positions in Å, forces in eV/Å.

The SMILES is CC.CC. As for the net charge: 0. The energy above the lowest of the compared OMol25 structures with the same formula, charge and spin comes out at 21.3 kJ/mol.


Computed, not measured: a 2-piece molecular cluster, C4H12 overall, with wB97M-V/def2-TZVPD.

```
16
Properties=species:S:1:pos:R:3:forces:R:3
C -2.18391 -0.35838 -1.14635 -1.165 0.725 1.409
C -1.90895 -0.53156 0.35873 0.172 -0.975 0.020
H -2.47301 0.68928 -1.27303 0.566 0.095 -0.406
H -1.39266 -0.66666 -1.80818 0.126 -0.051 -0.241
H -3.14756 -0.83468 -1.33587 0.373 -0.585 -0.469
H -1.48535 -1.49978 0.63420 0.219 -0.192 -0.445
H -2.86053 -0.58345 0.88459 -0.028 0.674 0.198
H -1.21400 0.18379 0.79382 -0.314 0.320 -0.060
C 2.38543 0.94308 -0.15462 0.458 -2.216 0.031
C 1.75089 -0.01308 0.90125 0.715 1.426 -0.323
H 2.90067 0.31203 -0.88525 -0.026 0.044 -0.183
H 1.59082 1.42799 -0.71134 0.190 0.712 0.237
H 3.19003 1.52874 0.27533 -0.388 0.716 0.014
H 0.99337 -0.58873 0.38432 -0.350 -0.128 0.457
H 2.46115 -0.67000 1.40025 0.166 -0.097 -0.303
H 1.39361 0.66143 1.68214 -0.714 -0.467 0.063
```
Positions in Å, forces in eV/Å.

The SMILES is CC.CC. As for the net charge: 0. The energy above the lowest of the compared OMol25 structures with the same formula, charge and spin comes out at 42.6 kJ/mol.


Computed, not measured: a 2-piece molecular cluster, C4H12 overall, with wB97M-V/def2-TZVPD.

```
16
Properties=species:S:1:pos:R:3:forces:R:3
C -0.76647 -1.62813 -1.83387 0.867 4.737 3.202
C 0.41973 -1.67127 -0.75428 0.432 0.114 -2.799
H -1.14856 -2.54504 -2.02036 0.025 -3.218 -2.082
H -1.61656 -1.40141 -1.21833 -0.847 1.321 0.355
H -0.67619 -0.77731 -2.56976 -0.063 -1.656 0.340
H 0.91579 -2.53166 -1.20849 0.967 -0.010 1.266
H 1.10563 -0.79998 -0.68248 -0.339 -0.453 -1.115
H 0.17928 -1.71877 0.27830 -0.931 -1.028 0.758
C -0.26160 1.55522 0.62301 1.665 -1.355 0.435
C 0.64781 1.79468 1.85027 -2.745 -1.347 1.473
H -1.31152 1.49304 0.92975 0.273 0.584 -0.402
H 0.05334 2.21145 -0.14587 -0.724 1.343 -0.802
H -0.00622 0.60572 0.15174 -0.251 -0.210 0.333
H 1.69983 1.82527 1.80500 1.253 0.378 -1.063
H 0.50456 0.84553 2.49221 -0.142 1.817 -0.205
H 0.26114 2.74266 2.30317 0.561 -1.017 0.307
```
Positions in Å, forces in eV/Å.

The SMILES is CC.CC. As for the net charge: 0. The energy above the lowest of the compared OMol25 structures with the same formula, charge and spin comes out at 164.3 kJ/mol.


Computed, not measured: a 2-piece molecular cluster, C4H12 overall, with wB97M-V/def2-TZVPD.

```
16
Properties=species:S:1:pos:R:3:forces:R:3
C 1.94033 -0.29070 1.33580 -0.263 -0.071 -0.478
C 1.96045 -1.28124 0.16377 0.093 0.010 0.637
H 1.14586 -0.50170 2.04954 -0.010 -0.117 0.045
H 2.89487 -0.32194 1.85669 0.014 0.122 0.084
H 1.76527 0.71651 0.95797 0.116 0.108 0.112
H 2.77394 -1.00789 -0.50425 -0.080 -0.109 -0.254
H 1.01586 -1.32840 -0.37748 0.099 0.152 -0.060
H 2.15429 -2.28211 0.54504 0.076 -0.139 -0.092
C -2.49010 0.82364 -1.27912 -0.164 0.062 -0.117
C -1.41238 0.74811 -0.19780 0.203 0.073 -0.204
H -2.64607 -0.09964 -1.83959 0.127 -0.127 0.230
H -3.44674 1.08155 -0.83071 -0.119 0.101 -0.056
H -2.26666 1.58500 -2.02773 0.057 0.028 0.064
H -1.82188 0.50436 0.77828 -0.070 -0.093 0.068
H -0.89548 1.70144 -0.10584 -0.059 0.129 0.110
H -0.63680 0.02107 -0.42038 -0.020 -0.131 -0.090
```
Positions in Å, forces in eV/Å.

The SMILES is CC.CC. As for the net charge: 0. The energy above the lowest of the compared OMol25 structures with the same formula, charge and spin comes out at 9.7 kJ/mol.


Computed, not measured: a 2-piece molecular cluster, C4H12 overall, with wB97M-V/def2-TZVPD.

```
16
Properties=species:S:1:pos:R:3:forces:R:3
C -0.93538 0.39719 -1.99835 3.814 -0.204 -4.051
C 0.49581 1.03556 -1.70187 0.775 -3.798 -0.799
H -1.35820 1.02941 -2.82084 0.118 -1.002 0.452
H -0.82377 -0.68747 -2.30849 -0.154 1.340 0.001
H -1.59955 0.38028 -1.25812 -2.424 0.341 3.433
H 0.75261 1.02310 -0.64992 -0.003 0.023 0.198
H 0.50553 2.01139 -2.06563 0.246 1.658 -0.510
H 1.39055 0.40616 -2.26035 -2.367 1.630 1.285
C 0.33167 -0.09398 2.31540 -0.283 1.773 -2.570
C 0.07711 -1.35836 1.50626 -2.638 -1.051 1.554
H -0.17909 0.13544 3.20919 -0.877 -0.477 1.021
H 1.33834 -0.01050 2.47895 2.733 0.090 1.056
H 0.19028 0.88194 1.67562 -0.195 -1.914 0.733
H -0.84937 -1.10545 1.00727 -0.111 -0.569 -0.892
H -0.17101 -2.35762 2.01813 0.334 1.727 0.178
H 0.83445 -1.68710 0.85275 1.031 0.433 -1.089
```
Positions in Å, forces in eV/Å.

The SMILES is CC.CC. As for the net charge: 0. The energy above the lowest of the compared OMol25 structures with the same formula, charge and spin comes out at 133.8 kJ/mol.


Computed, not measured: a 2-piece molecular cluster, C4H12 overall, with wB97M-V/def2-TZVPD.

```
16
Properties=species:S:1:pos:R:3:forces:R:3
C -2.55704 0.09018 -1.35511 -1.410 0.323 -0.279
C -1.25454 -0.56071 -0.91022 0.647 0.775 -1.023
H -2.78445 -0.13109 -2.40279 0.162 -0.279 0.085
H -3.44816 -0.22582 -0.80436 0.219 -0.335 0.086
H -2.66791 1.18015 -1.35031 0.760 0.004 0.447
H -0.43623 0.16154 -0.97662 -0.047 0.068 0.158
H -1.19575 -0.99484 0.07990 -0.400 -0.114 0.067
H -0.98981 -1.28076 -1.68396 0.025 -0.467 0.390
C 2.56279 0.27633 0.76072 0.118 -1.096 0.999
C 1.23410 0.18964 1.54184 0.478 1.029 -0.241
H 3.05162 1.24087 0.64429 -0.677 0.376 -0.124
H 3.27682 -0.25278 1.40692 0.109 -0.282 -0.523
H 2.48090 -0.23624 -0.19475 0.199 0.084 -0.105
H 0.82672 -0.81699 1.58604 0.217 -0.138 -0.069
H 0.47293 0.82752 1.09976 -0.133 0.074 0.070
H 1.42802 0.53299 2.55866 -0.270 -0.023 0.062
```
Positions in Å, forces in eV/Å.

The SMILES is CC.CC. As for the net charge: 0. The energy above the lowest of the compared OMol25 structures with the same formula, charge and spin comes out at 38.1 kJ/mol.


Computed, not measured: a 2-piece molecular cluster, C4H12 overall, with wB97M-V/def2-TZVPD.

```
16
Properties=species:S:1:pos:R:3:forces:R:3
C 1.29129 1.16035 -0.75610 0.575 0.344 0.061
C 0.92302 1.20699 -2.23468 0.155 0.823 0.096
H 2.26843 1.61691 -0.54383 -0.171 0.109 -0.371
H 0.59655 1.71400 -0.13408 -0.344 -0.296 0.203
H 1.41835 0.13779 -0.42494 -0.314 -0.188 0.220
H 0.51153 2.17754 -2.53058 0.199 0.075 0.181
H 0.13790 0.50742 -2.50939 0.268 -0.403 -0.025
H 1.84709 1.08657 -2.79843 -0.294 -0.400 -0.406
C -0.51993 -1.37629 1.06084 -0.712 0.297 -1.043
C -1.70465 -1.02383 1.95168 0.196 -0.391 0.536
H -0.62796 -0.81660 0.12084 0.122 -0.002 0.189
H 0.45725 -1.11219 1.45422 -0.028 -0.146 0.308
H -0.55240 -2.41300 0.73964 0.217 -0.276 0.269
H -1.72616 -1.61564 2.86800 0.335 0.088 0.184
H -2.66687 -1.27847 1.50428 0.102 0.386 -0.371
H -1.65343 0.02843 2.23253 -0.308 -0.020 -0.031
```
Positions in Å, forces in eV/Å.

The SMILES is CC.CC. As for the net charge: 0. The energy above the lowest of the compared OMol25 structures with the same formula, charge and spin comes out at 19.4 kJ/mol.


Computed, not measured: a 2-piece molecular cluster, C4H12 overall, with wB97M-V/def2-TZVPD.

```
16
Properties=species:S:1:pos:R:3:forces:R:3
C 0.07246 -0.64662 -2.22295 1.416 -1.569 -0.539
C -0.99746 0.21555 -1.59597 0.740 -0.065 0.741
H -0.05082 -1.71906 -2.04764 -0.848 -0.079 0.369
H 0.12351 -0.67315 -3.30858 -0.142 0.748 -0.235
H 1.12344 -0.61353 -1.89580 -0.316 1.044 0.216
H -1.14476 -0.14635 -0.58673 -0.835 -0.480 -0.176
H -1.89095 0.13300 -2.20765 -0.215 0.417 0.309
H -0.70540 1.23558 -1.31443 -0.021 0.105 -1.082
C 0.80796 0.91654 2.01011 1.150 -0.667 0.023
C 0.08326 -0.41068 1.81195 -0.056 -0.352 -1.908
H 1.87680 0.80068 1.79292 -0.048 -0.291 -0.085
H 0.53621 1.68565 1.28898 -0.623 0.293 0.601
H 0.82924 1.17179 3.07292 -0.483 0.630 -0.296
H -0.76960 -0.57952 2.44028 -0.233 0.022 0.658
H -0.33323 -0.51584 0.78356 0.443 0.310 0.839
H 0.75904 -1.26235 1.84212 0.070 -0.067 0.565
```
Positions in Å, forces in eV/Å.

The SMILES is CC.CC. As for the net charge: 0. The energy above the lowest of the compared OMol25 structures with the same formula, charge and spin comes out at 72.8 kJ/mol.


Computed, not measured: a 2-piece molecular cluster, C4H12 overall, with wB97M-V/def2-TZVPD.

```
16
Properties=species:S:1:pos:R:3:forces:R:3
C -0.71713 -1.14234 -0.59158 -1.051 0.433 -0.116
C -1.14406 -1.47340 -2.02064 0.653 0.834 0.110
H -1.43957 -1.45312 0.16723 0.196 -1.077 -0.130
H 0.26077 -1.56863 -0.44747 0.338 0.247 0.637
H -0.81714 -0.07579 -0.35984 0.885 0.097 -0.596
H -0.60618 -0.83823 -2.73701 -0.319 0.340 0.218
H -2.21056 -1.28319 -2.09448 -0.084 -0.518 -0.586
H -0.76300 -2.44314 -2.32827 -0.817 -0.515 0.217
C 0.81814 1.97531 0.92150 0.679 0.382 2.073
C 1.01546 0.63771 1.65124 -0.187 -1.538 -1.240
H 0.26921 2.04070 -0.00498 -0.178 -0.552 -0.205
H 0.31155 2.59040 1.67229 0.011 0.479 -0.455
H 1.81473 2.40376 0.79140 -0.216 0.200 -0.304
H 0.26120 0.35209 2.38918 0.107 0.585 0.174
H 0.92865 -0.18664 0.94485 0.103 0.026 -0.135
H 2.01794 0.46452 2.04660 -0.120 0.577 0.339
```
Positions in Å, forces in eV/Å.

The SMILES is CC.CC. As for the net charge: 0. The energy above the lowest of the compared OMol25 structures with the same formula, charge and spin comes out at 66.1 kJ/mol.


Computed, not measured: a 2-piece molecular cluster, C4H12 overall, with wB97M-V/def2-TZVPD.

```
16
Properties=species:S:1:pos:R:3:forces:R:3
C -1.43611 0.55065 0.56333 0.675 0.175 2.783
C -1.01881 1.97102 1.03668 -5.049 -1.435 1.516
H -2.52350 0.32184 0.61371 0.781 0.411 -0.156
H -1.03692 0.57599 -0.42264 0.071 -1.395 -0.866
H -0.90704 -0.08921 1.37799 -0.990 0.254 -2.217
H -0.23702 2.31762 0.51675 3.607 0.938 -1.156
H -0.98920 1.90146 2.13462 0.397 0.997 -0.501
H -1.82018 2.62595 0.66738 -0.021 0.289 0.728
C 1.16731 -1.31021 -1.57075 2.656 1.227 -1.379
C 1.25911 -1.28369 -0.01775 0.074 0.365 -0.175
H 2.05067 -0.72785 -2.07982 -1.651 -0.200 1.206
H 1.42191 -2.25454 -2.14991 -1.181 0.488 1.360
H 0.23525 -0.81427 -1.88460 0.337 -0.619 -0.226
H 2.22542 -1.06127 0.44142 0.430 -0.480 -0.649
H 0.66766 -0.46161 0.44886 0.130 -1.074 -0.825
H 0.94145 -2.26187 0.32473 -0.263 0.059 0.557
```
Positions in Å, forces in eV/Å.

The SMILES is CC.CC. As for the net charge: 0. The energy above the lowest of the compared OMol25 structures with the same formula, charge and spin comes out at 144.9 kJ/mol.